1.
{"formula": "C2H4INO2", "method": "ωB97M-V with the def2-TZVPD basis set", "homo_energy_ev": -8.5, "de_lowest_kj_mol": 140.67, "homo_lumo_gap_ha": 0.327, "largest_force_ev_per_a": 6.55, "e_lumo_ev": 0.366, "elements": ["C", "C", "N", "O", "O", "I", "H", "H", "H", "H"], "coordinates": [[0.72, 0.05, -0.53], [-1.04, -0.56, 0.34], [1.50, 0.57, 0.39], [0.58, -0.13, -1.69], [-1.69, -1.06, -0.72], [-1.88, 1.34, 1.07], [-0.66, -1.17, 1.24], [1.26, 0.78, 1.38], [2.40, 1.00, 0.16], [-1.20, -0.82, -1.64]], "mulliken_charge": [0.590, -0.437, -0.317, -0.556, -0.507, -0.043, 0.393, 0.231, 0.242, 0.404]}

---

2.
{"formula": "C2H4INS", "method": "ωB97M-V with the def2-TZVPD basis set", "smiles": "CNC(=S)I", "homo_energy_ev": -8.9, "de_lowest_kj_mol": 85.25, "homo_lumo_gap_ha": 0.294, "largest_force_ev_per_a": 6.53, "e_lumo_ev": -0.905, "elements": ["C", "C", "N", "S", "I", "H", "H", "H", "H"], "coordinates": [[0.10, -0.93, 0.84], [0.16, 0.49, -1.02], [-0.31, 0.18, 0.29], [1.26, -1.97, 0.53], [-1.08, -0.67, 3.07], [-0.31, -0.16, -1.87], [-0.22, 1.61, -1.33], [1.16, 0.51, -1.22], [-0.77, 0.95, 0.71]], "mulliken_charge": [0.364, -0.929, -0.226, -0.231, -0.193, 0.288, 0.268, 0.387, 0.273]}

---

3.
{"formula": "C2H4IOP", "method": "ωB97M-V with the def2-TZVPD basis set", "homo_energy_ev": [-7.6, -7.8], "de_lowest_kj_mol": 163.47, "homo_lumo_gap_ha": [0.248, 0.277], "largest_force_ev_per_a": 3.18, "e_lumo_ev": [-0.890, -0.293], "elements": ["C", "C", "O", "P", "I", "H", "H", "H", "H"], "coordinates": [[-0.68, 1.20, 0.11], [-0.69, 0.13, -0.82], [-1.27, 1.65, 1.01], [2.09, 1.68, -0.52], [3.19, -0.43, 0.11], [-0.62, 0.46, -1.92], [0.19, -0.47, -0.52], [-1.61, -0.42, -0.91], [1.84, 1.42, -1.97]], "mulliken_charge": [0.431, -0.770, -0.312, -0.129, -0.056, 0.287, 0.164, 0.333, 0.052]}